Model w:
Below is a molecular structure, C16H31CuF3O3P2S, with properties calculated with wB97M-V/def2-TZVPD.

Calculated values
- <S²> = 0.82
- total charge = 0
- 2S+1 = 2

```
57
Properties=species:S:1:pos:R:3:mulliken_spin:R:1
Cu 2.814 -2.823 2.489 0.00
S 3.820 -3.746 0.280 0.00
P -1.097 2.789 0.689 0.20
P -2.321 -0.236 -1.235 -0.01
F 2.823 -4.952 -1.847 0.00
F 3.853 -6.305 -0.445 0.00
F 5.024 -5.053 -1.808 0.00
O 2.493 -3.982 1.015 0.00
O 4.964 -4.041 1.125 0.00
O 3.820 -2.502 -0.472 0.00
C -0.818 -1.385 -0.632 -0.10
C 0.300 -0.931 -1.400 0.27
C -1.879 0.191 -2.943 0.00
C -2.229 2.798 2.090 0.02
C -0.601 -1.185 0.926 0.03
C -3.717 -1.322 -1.368 0.00
C -0.392 4.391 0.526 0.01
C 0.320 1.373 1.403 -0.02
C 3.839 -1.393 3.272 0.00
C -3.166 1.370 -0.805 -0.05
C -2.330 2.634 -0.694 0.03
C -0.788 0.315 1.166 0.00
C 0.536 0.512 -1.418 -0.05
C 1.817 1.003 -0.698 -0.07
C 3.900 -5.096 -1.042 0.00
C 1.470 1.628 0.601 0.58
H 4.587 -1.660 4.045 0.00
H -4.274 -1.321 -0.424 0.00
H -1.263 5.039 0.691 0.00
H -1.298 0.637 0.213 0.02
H 2.518 0.118 -0.680 0.07
H 4.295 -0.892 2.388 0.00
H 0.970 -1.599 -1.960 -0.01
H -3.772 1.207 0.091 -0.01
H 2.366 2.024 1.114 -0.01
H -1.338 -0.665 -3.378 0.00
H -1.796 2.906 -1.615 0.00
H -2.804 3.723 1.936 0.00
H 0.420 1.681 2.482 -0.01
H 0.558 0.832 -2.467 0.02
H -1.575 0.452 1.928 0.01
H -1.259 1.102 -3.009 0.00
H 0.399 -1.557 1.291 0.00
H -3.337 -2.324 -1.605 0.00
H -1.400 -1.739 1.491 0.00
H -3.862 1.545 -1.627 0.00
H 3.001 -0.895 3.769 0.00
H 2.321 1.800 -1.312 0.03
H 0.384 4.501 1.292 0.00
H -1.652 2.820 3.027 0.00
H -2.843 0.373 -3.450 0.00
H -1.330 -2.322 -0.942 -0.01
H -2.983 3.478 -0.440 0.00
H -2.909 1.933 2.072 0.00
H -4.319 -0.890 -2.183 0.00
H 0.019 4.501 -0.483 0.00
H -0.279 1.139 -1.030 0.05
```


Model x:
Below is a molecular structure, C16H31CuF3O3P2S, with properties calculated with wB97M-V/def2-TZVPD.

Calculated values
- <S²> = 0.76
- total charge = 0
- 2S+1 = 2

```
57
Properties=species:S:1:pos:R:3:mulliken_spin:R:1
Cu 1.293 -0.368 4.233 0.00
S -0.688 1.279 4.576 0.00
P 0.252 1.829 -1.928 -0.01
P 0.314 -2.211 -2.191 0.01
F -0.920 3.877 4.115 0.00
F -0.062 3.375 6.086 0.00
F -2.220 3.115 5.722 0.00
O -0.779 0.455 5.767 0.00
O -1.651 1.073 3.514 0.00
O 0.743 1.430 4.067 0.00
C 0.093 1.740 -0.151 0.07
C -1.964 0.320 -0.273 0.01
C -0.968 -1.959 0.062 0.02
C -1.249 1.417 0.303 0.66
C -1.253 2.639 -2.539 0.02
C 1.308 -2.238 4.321 0.00
C 1.403 -0.610 -0.083 -0.01
C -0.849 -3.556 -2.423 0.00
C 0.631 0.483 -3.109 0.00
C 0.379 -1.775 -0.486 -0.01
C -1.861 -0.970 0.625 0.09
C -0.246 -0.797 -3.177 -0.01
C 1.907 -2.837 -2.746 0.00
C -0.990 3.025 5.166 0.00
C 1.028 0.699 0.613 0.15
C 1.504 3.088 -2.229 0.00
H -1.012 3.142 -3.484 0.00
H 0.592 0.962 -4.107 0.00
H 2.255 -3.621 -2.059 0.00
H 2.054 -0.395 -0.953 0.00
H -1.309 -0.579 -2.969 0.01
H -1.581 3.396 -1.813 -0.01
H -0.703 -4.312 -1.638 0.00
H 0.556 0.485 1.590 -0.04
H -2.889 -1.374 0.665 -0.02
H 1.793 -3.286 -3.743 0.00
H -0.687 -4.026 -3.403 0.00
H -1.881 -3.183 -2.368 0.00
H 1.694 0.222 -2.970 0.00
H -1.585 1.833 1.245 0.01
H 0.252 -2.541 4.210 0.00
H 1.679 -2.486 5.326 0.00
H 1.505 3.789 -1.386 0.00
H 1.958 -2.654 3.535 0.00
H 1.253 3.625 -3.154 0.00
H 0.374 2.746 0.222 0.01
H 2.099 -1.104 0.637 0.00
H -2.077 1.931 -2.704 0.00
H 1.983 1.208 0.850 0.00
H -1.501 0.070 -1.247 -0.04
H -0.234 -1.159 -4.220 0.00
H -1.256 -3.010 0.157 0.00
H 2.491 2.620 -2.327 0.00
H 2.672 -2.053 -2.796 0.00
H 0.946 -2.670 -0.136 0.01
H -3.019 0.595 -0.454 0.05
H -1.578 -0.696 1.660 0.00
```


Q: Which of them is the most stable? A: model x.


Model w:
Below is 2 unconnected molecules or ions with the total composition C3H7N, with properties calculated with wB97M-V/def2-TZVPD.

Calculated values
- total charge = 0
- SMILES = C=C.C=N

```
11
Properties=species:S:1:pos:R:3:mulliken_charge:R:1
N 1.496 -0.164 0.821 -0.50
C -0.989 1.094 -1.057 -0.40
C 1.119 -0.954 1.736 -0.23
C -1.507 -0.007 -1.586 -0.51
H 1.376 0.800 1.135 0.26
H -1.921 -0.089 -2.588 0.24
H -1.804 -0.868 -1.000 0.21
H -0.929 1.130 0.017 0.22
H -0.536 1.806 -1.728 0.23
H 0.577 -0.596 2.613 0.22
H 1.425 -1.995 1.682 0.25
```


Model x:
Below is a single C3H7N molecule, with properties calculated with wB97M-V/def2-TZVPD.

Calculated values
- total charge = 0
- SMILES = NC1CC1

```
11
Properties=species:S:1:pos:R:3:mulliken_charge:R:1
N 0.097 1.501 0.482 -0.58
C 0.581 -0.661 -0.860 -0.76
C -0.783 -0.671 -0.205 -0.44
C 0.138 0.075 0.467 0.09
H -0.614 1.983 1.098 0.24
H -1.453 -0.298 -1.174 0.23
H 0.285 -0.706 1.313 0.20
H -1.152 -1.622 0.456 0.19
H 1.008 1.696 0.890 0.26
H 1.268 -1.361 -0.673 0.34
H 0.625 0.063 -1.795 0.23
```


Q: Which of them is the most stable? A: model w.